#one
DFT (ωB97M-V/def2-TZVPD) results for a single C2H3N3OS molecule.

Geometry as ORCA input:
```
! RIJCOSX wB97M-V def2-TZVPD def2/J DEFGRID3
* xyz 0 1
C 0.88634 -0.02940 -0.91623
N -0.11092 -0.00687 0.13308
C -0.57007 -1.20569 0.51242
N -0.60450 -2.35924 0.61434
N -0.53276 1.08841 0.70823
O -0.33881 2.16637 0.31207
S -1.78553 0.48311 2.01772
H 0.33199 -0.28594 -1.85521
H 1.22627 0.99365 -0.90285
H 1.49799 -0.84440 -0.62357
*
```

Values from the calculation:
- SMILES = CN(C#N)[N+]([O-])=S

#two
DFT (ωB97M-V/def2-TZVPD) results for a single C2H3N3OS molecule.

Geometry as ORCA input:
```
! RIJCOSX wB97M-V def2-TZVPD def2/J DEFGRID3
* xyz 0 1
O -2.10583 -3.46709 0.31884
S -1.01381 -2.78331 0.97966
N 0.07243 -2.38963 -0.30353
C 0.49074 -1.23730 -0.57369
C -0.02454 -0.00946 0.03546
N -1.00555 -0.10303 0.89190
N -1.37956 -1.08018 1.58638
H 1.13177 -1.09242 -1.44595
H 0.28749 1.05513 -0.18413
H -1.64163 0.68778 1.15878
*
```

Values from the calculation:
- SMILES = O=S1=NC=CNN=1

Short version: #two is the most stable of them.

#one
DFT (ωB97M-V/def2-TZVPD) results for 2 unconnected molecules or ions with the total composition C2H3N3OS.

Geometry as ORCA input:
```
! RIJCOSX wB97M-V def2-TZVPD def2/J DEFGRID3
* xyz 0 1
C -0.55291 0.76578 0.13023
C 0.22858 -0.38474 0.03177
H 0.71503 2.07358 0.80289
H -2.52870 -1.61498 -0.19450
H 2.06511 -1.51421 0.14413
N -1.83141 0.37702 0.00738
N -1.73018 -0.94192 0.04079
N -0.47951 -1.42614 -0.05176
O -0.19840 2.06104 -0.16076
S 1.97310 -0.23635 -0.02583
*
```

#two
DFT (ωB97M-V/def2-TZVPD) results for a single C2H3N3OS molecule.

Geometry as ORCA input:
```
! RIJCOSX wB97M-V def2-TZVPD def2/J DEFGRID3
* xyz 0 1
N 0.09860 2.02301 -0.00601
C -0.50115 0.77318 0.10450
N -1.72875 0.49623 0.08974
N -1.75323 -0.85394 -0.17479
O -0.51405 -1.39705 0.00149
C 0.29978 -0.32727 -0.04138
S 1.92467 -0.41202 0.02053
H -0.48071 2.91671 -0.15153
H 1.07580 1.91438 -0.34638
H -2.38561 -1.39491 0.41612
*
```

Values from the calculation:
- SMILES = Nc1n[nH]oc1=S

Short version: #two is the most stable of them.

#one
DFT (ωB97M-V/def2-TZVPD) results for 2 unconnected molecules or ions with the total composition C2H4ClNO.

Geometry as ORCA input:
```
! RIJCOSX wB97M-V def2-TZVPD def2/J DEFGRID3
* xyz 0 1
C 3.57270 0.18564 0.68560
C 0.18130 0.04686 -0.36841
N 0.29021 -1.05508 0.58132
O 3.39577 1.28758 0.46508
Cl 0.61343 -2.47367 -0.36884
H 1.16599 -0.84187 1.21832
H -0.18848 0.99098 0.31267
H 1.19208 0.31320 -0.92505
H -0.70499 -0.28503 -1.04904
*
```

#two
DFT (ωB97M-V/def2-TZVPD) results for a single C2H4ClNO molecule.

Geometry as ORCA input:
```
! RIJCOSX wB97M-V def2-TZVPD def2/J DEFGRID3
* xyz 0 1
O 1.73055 -1.08165 0.21130
C 0.87715 0.01692 -0.11439
N -0.46559 -0.41585 -0.37028
C -1.37874 0.41628 0.09894
Cl -3.04305 -0.02524 -0.01632
H 1.29059 -1.71169 -0.29873
H 1.26562 0.60566 -1.00010
H 0.86082 0.88014 0.75133
H -1.13735 1.31544 0.73826
*
```

Values from the calculation:
- SMILES = OC/N=C/Cl

Short version: #two is the most stable of them.

#one
DFT (ωB97M-V/def2-TZVPD) results for 2 unconnected molecules or ions with the total composition C2H4O2.

Geometry as ORCA input:
```
! RIJCOSX wB97M-V def2-TZVPD def2/J DEFGRID3
* xyz 0 1
C 0.43384 0.51814 0.49023
C 0.86546 -0.68951 0.08899
O -1.31069 0.56489 -0.39963
O 0.31013 -1.61885 -0.52505
H -1.89262 0.71605 0.35413
H -1.19766 -0.49369 -0.73875
H 0.87294 1.46256 0.20516
H 1.91859 -0.45960 0.52492
*
```

#two
DFT (ωB97M-V/def2-TZVPD) results for 2 unconnected molecules or ions with the total composition C2H4O2.

Geometry as ORCA input:
```
! RIJCOSX wB97M-V def2-TZVPD def2/J DEFGRID3
* xyz 0 1
C 2.10876 2.62800 -2.63885
O 1.49297 2.31317 -3.66607
H 1.93438 2.41914 -1.55652
H 2.92434 3.34811 -2.88731
C 3.96669 2.07669 1.16381
O 3.07469 2.92011 0.98087
H 4.50668 1.49273 0.38096
H 4.23886 1.86665 2.22553
*
```

Values from the calculation:
- SMILES = C=O.C=O

#three
DFT (ωB97M-V/def2-TZVPD) results for 2 unconnected molecules or ions with the total composition C2H4O2.

Geometry as ORCA input:
```
! RIJCOSX wB97M-V def2-TZVPD def2/J DEFGRID3
* xyz 0 1
C -1.14295 -1.96210 -2.63264
O -1.41503 -0.81421 -2.97557
H -0.24078 -2.52390 -2.97315
H -1.89051 -2.52920 -2.02848
C 1.15999 1.96831 2.66469
O 1.17666 2.05764 1.45433
H 1.56257 1.04017 3.13577
H 0.79006 2.76329 3.35506
*
```

Values from the calculation:
- SMILES = C=O.C=O

#four
DFT (ωB97M-V/def2-TZVPD) results for a molecular structure, C2H4O2.

Geometry as ORCA input:
```
! RIJCOSX wB97M-V def2-TZVPD def2/J DEFGRID3
* xyz 0 1
C -0.62068 -0.38071 0.07934
C 0.83986 -0.15675 0.05604
O 0.52542 0.53965 -1.10333
O -1.41882 0.63217 0.27026
H -0.83533 1.37406 -0.10154
H -1.12484 -1.34045 -0.02526
H 1.39656 -1.09311 -0.08118
H 1.23783 0.42514 0.90566
*
```

Short version: #three is the most stable of them.

#one
DFT (ωB97M-V/def2-TZVPD) results for a single C2H4O2 molecule.

Geometry as ORCA input:
```
! RIJCOSX wB97M-V def2-TZVPD def2/J DEFGRID3
* xyz 0 1
C 0.40602 0.70708 -0.63358
O -0.21685 0.44288 0.62755
C -0.52961 -0.83422 0.86209
O -0.31619 -1.76051 0.12466
H -0.02616 0.07646 -1.41258
H 1.48008 0.51286 -0.56815
H 0.22857 1.76243 -0.84071
H -1.02587 -0.90697 1.84072
*
```

Values from the calculation:
- SMILES = COC=O

#two
DFT (ωB97M-V/def2-TZVPD) results for 2 unconnected molecules or ions with the total composition C2H4O2.

Geometry as ORCA input:
```
! RIJCOSX wB97M-V def2-TZVPD def2/J DEFGRID3
* xyz 0 1
C -0.95939 -0.32022 0.04572
O 0.21862 -0.86685 0.59879
C 2.02521 0.86427 -0.38136
O 1.73249 1.84085 0.11371
H -0.76882 0.59694 -0.53231
H -1.61601 -0.06171 0.88066
H -1.47869 -1.03679 -0.60509
H 0.84659 -1.01649 -0.12013
*
```

Short version: #one is the most stable of them.

#one
DFT (ωB97M-V/def2-TZVPD) results for 2 unconnected molecules or ions with the total composition C2H4O2.

Geometry as ORCA input:
```
! RIJCOSX wB97M-V def2-TZVPD def2/J DEFGRID3
* xyz 0 1
C 1.48271 0.21132 -0.84579
O 1.79087 1.32533 -0.36165
H 1.48190 -0.78142 -0.34181
H 0.96445 0.26424 -1.86075
C -1.43853 -0.18360 0.91430
O -1.67680 -1.34879 0.49830
H -2.31353 0.47787 0.85772
H -0.29107 0.03505 1.13968
*
```

Values from the calculation:
- SMILES = C=O.C=O

#two
DFT (ωB97M-V/def2-TZVPD) results for a single C2H4O2 molecule.

Geometry as ORCA input:
```
! RIJCOSX wB97M-V def2-TZVPD def2/J DEFGRID3
* xyz 0 1
C -0.45171 0.81580 -0.28080
C 0.41888 -0.25737 0.30157
O 1.38215 -0.06416 0.97187
O 0.08576 -1.54182 0.05404
H 0.10705 1.39397 -1.16627
H -0.84588 1.51154 0.46897
H -1.19758 0.44825 -0.91481
H 0.50132 -2.30620 0.56543
*
```

Values from the calculation:
- SMILES = CC(=O)O

Short version: #two is the most stable of them.